[1]
ORCA calculation (ωB97M-V/def2-TZVPD) on a structure of composition C38H54BGeN5O3PS2Ti.

```
106
Properties=species:S:1:pos:R:3:forces:R:3
Ti 0.1694 -0.0882 0.3085 -1.136 1.564 0.356
C 3.5110 -2.4648 -0.3861 -0.145 0.013 0.013
C 3.2311 -0.9624 -0.4433 -0.014 -0.259 -0.132
C 3.6188 -0.3268 0.8794 -0.155 0.007 0.025
C 4.0089 -0.3190 -1.5851 -0.061 -0.043 -0.049
O 1.8253 -0.7373 -0.7019 0.386 -0.320 0.049
Ge 0.7048 -1.9796 -1.7170 0.098 -0.215 -0.084
O -0.0684 -2.3497 -0.0084 0.261 0.261 -0.219
C -0.7978 -3.5365 0.3395 -0.241 -0.083 -0.126
C -0.3380 -4.0271 1.7046 0.132 0.019 -0.009
C -2.2864 -3.2023 0.3732 0.029 0.079 -0.034
C -0.5380 -4.6309 -0.6926 0.089 0.117 -0.086
O -0.4661 -0.4791 -1.6981 0.032 -0.104 -0.051
C -1.0236 0.1791 -2.8586 0.072 0.062 -0.118
C -0.5327 1.6235 -2.8829 0.046 -0.046 0.109
C -2.5411 0.1030 -2.7647 0.022 -0.078 0.091
C -0.5666 -0.5332 -4.1295 0.084 -0.060 0.112
H 4.5358 -2.6489 -0.0584 -0.014 0.001 -0.031
H 2.8258 -2.9397 0.3223 0.059 0.011 -0.002
H 3.3740 -2.9255 -1.3676 0.039 -0.024 0.033
H 4.6969 -0.4122 1.0333 -0.014 0.015 -0.030
H 3.3442 0.7252 0.8738 0.018 0.104 0.033
H 3.1081 -0.8172 1.7087 0.022 -0.004 0.025
H 5.0756 -0.5392 -1.4953 -0.037 0.021 -0.015
H 3.6499 -0.7033 -2.5433 0.051 -0.009 0.013
H 3.8715 0.7619 -1.5714 0.009 0.011 -0.008
H -0.4570 -3.2416 2.4446 -0.030 0.022 0.064
H -0.9279 -4.8960 2.0067 0.028 0.013 -0.027
H 0.7186 -4.3078 1.6725 -0.042 0.003 0.023
H -2.5139 -2.5470 1.2135 -0.017 0.014 -0.013
H -2.5657 -2.6797 -0.5445 -0.033 -0.046 -0.006
H -2.8887 -4.1098 0.4613 0.022 0.020 0.017
H 0.5365 -4.8018 -0.8062 -0.043 -0.042 0.008
H -1.0052 -5.5625 -0.3726 -0.020 -0.004 -0.019
H -0.9463 -4.3551 -1.6692 -0.002 -0.059 0.021
H -0.6315 2.0703 -1.8933 -0.052 0.017 -0.007
H 0.5231 1.6574 -3.1687 -0.038 0.019 0.031
H -1.1140 2.2112 -3.5959 0.043 -0.013 -0.031
H -2.8988 0.6110 -1.8728 -0.048 0.020 0.022
H -3.0005 0.5606 -3.6442 0.024 -0.019 0.024
H -2.8498 -0.9439 -2.7116 -0.022 0.027 -0.025
H 0.5244 -0.5346 -4.2023 -0.028 0.013 -0.055
H -0.9131 -1.5698 -4.1437 -0.009 0.036 -0.045
H -0.9694 -0.0204 -5.0040 -0.003 -0.003 0.015
C -3.4444 4.5619 1.3496 0.042 0.019 0.067
N -3.3047 3.4134 2.2205 -0.141 -0.044 0.045
C -3.7268 3.3647 3.5433 0.122 0.213 -0.239
C -3.5321 2.1042 3.9621 0.169 -0.304 -0.056
N -2.9911 1.3649 2.9190 -0.112 0.057 -0.101
B -2.7564 -0.1791 2.9542 -0.118 0.277 0.063
N -1.7512 -0.5194 4.1069 -0.044 -0.281 0.023
C -2.1429 -0.7652 5.4114 -0.092 0.110 -0.132
C -1.0899 -1.2453 6.0966 0.228 -0.006 0.001
N -0.0362 -1.3018 5.2011 0.076 -0.083 0.056
C 1.2837 -1.8150 5.5199 -0.069 0.023 0.014
C -0.4549 -0.8513 3.9858 -0.079 0.101 0.202
S 0.6293 -0.7537 2.6662 0.283 -0.211 0.256
C -2.8713 2.1725 1.8317 0.113 0.043 0.515
S -2.2320 1.8087 0.3180 -0.707 -0.207 -0.138
H -2.8833 5.4111 1.7430 0.005 -0.040 0.002
H -4.4964 4.8326 1.2498 -0.005 -0.002 0.003
H -3.0481 4.2934 0.3745 0.021 -0.012 0.002
H -4.1034 4.2320 4.0596 -0.009 -0.043 -0.079
H -3.7296 1.6720 4.9293 0.011 -0.016 -0.092
H -2.2824 -0.5326 1.9183 0.017 -0.054 -0.060
H -3.8094 -0.7249 3.2172 0.105 -0.003 0.029
H -3.1533 -0.5834 5.7368 0.040 -0.068 -0.072
H -0.9834 -1.5556 7.1232 -0.006 0.017 -0.093
H 1.2651 -2.9031 5.5866 -0.020 -0.010 -0.019
H 1.6154 -1.4008 6.4716 -0.024 0.004 -0.015
H 1.9723 -1.5187 4.7344 -0.003 0.032 0.006
N 0.5732 1.7354 0.4808 0.917 -0.897 0.187
P 1.1946 2.8194 1.4003 0.061 0.198 -0.393
C 1.3656 2.4774 3.1636 -0.207 -0.205 0.017
C 2.5289 1.9536 3.7133 0.118 0.106 0.064
C 2.5472 1.5305 5.0357 0.059 0.017 0.004
C 1.3949 1.5973 5.8060 0.020 0.023 -0.033
C 0.2229 2.1003 5.2583 -0.038 0.041 -0.081
C 0.2087 2.5342 3.9405 -0.033 0.063 0.068
C 2.8272 3.3546 0.7822 -0.163 0.554 0.206
C 3.0486 3.2214 -0.5831 0.086 -0.201 -0.061
C 4.1357 3.8432 -1.1818 -0.020 -0.039 -0.059
C 5.0042 4.6132 -0.4216 -0.004 -0.026 -0.040
C 4.7858 4.7596 0.9401 -0.048 -0.041 0.146
C 3.6914 4.1467 1.5371 0.070 -0.054 -0.001
C 0.3094 4.4163 1.3043 0.344 0.140 -0.112
C -0.0912 4.7982 0.0246 -0.179 -0.093 -0.043
C -0.5380 6.0863 -0.2223 -0.026 -0.036 -0.054
C -0.5879 7.0147 0.8100 -0.003 -0.003 -0.044
C -0.1903 6.6462 2.0842 0.029 -0.056 0.132
C 0.2755 5.3570 2.3276 -0.108 0.021 0.066
H 3.4259 1.8769 3.1095 -0.020 -0.041 0.019
H 3.4644 1.1443 5.4646 -0.025 -0.023 -0.030
H 1.4069 1.2479 6.8322 0.006 0.044 -0.007
H -0.6832 2.1439 5.8503 -0.005 -0.009 -0.021
H -0.7107 2.9176 3.5078 -0.011 -0.075 0.035
H 2.3554 2.6153 -1.1570 0.001 0.032 -0.041
H 4.3009 3.7382 -2.2477 -0.018 -0.020 0.029
H 5.8441 5.1091 -0.8920 0.001 -0.024 0.005
H 5.4614 5.3622 1.5351 -0.037 -0.009 -0.002
H 3.5001 4.2910 2.5947 0.036 0.046 -0.024
H -0.0567 4.0613 -0.7704 -0.012 0.048 -0.005
H -0.8465 6.3704 -1.2213 0.014 -0.027 0.019
H -0.9275 8.0252 0.6181 -0.015 -0.022 0.003
H -0.2290 7.3665 2.8926 0.024 -0.024 -0.005
H 0.6093 5.0897 3.3224 0.019 0.024 0.007
```
Positions in Å, forces in eV/Å.

Its largest force on an atom is 1.97 eV Å⁻¹. As for the spin multiplicity: 2. As for the HOMO-LUMO gap (spin up / spin down): 7.0785 / 7.0982 eV. As for the total charge: 0. As for the calculated total energy: -6069.135704 Ha. The expectation value of S² is 0.754.

[2]
ORCA calculation (ωB97M-V/def2-TZVPD) on the molecule CH3N5Se.

```
10
Properties=species:S:1:pos:R:3:forces:R:3
C 0.4199 -2.0344 -1.4362 -0.346 1.203 0.348
N 0.2290 -0.8632 -1.1802 0.293 -0.450 0.723
N -0.0900 0.3696 -1.2459 0.074 -3.369 -4.681
N 0.0186 1.2375 -0.3332 0.521 2.621 4.846
N 0.7673 1.0554 0.6804 -1.600 -0.146 -0.244
N 0.4474 1.8880 1.7111 0.858 -0.060 0.258
Se -0.7766 -3.5165 -1.3480 0.154 1.315 0.121
H 1.0248 1.7098 2.5494 -0.652 0.589 -1.143
H -0.1602 2.7275 1.6211 0.722 -1.145 -0.191
H -1.8802 -2.5737 -1.0186 -0.024 -0.557 -0.038
```
Positions in Å, forces in eV/Å.

Its largest force on an atom is 5.77 eV Å⁻¹. As for the HOMO-LUMO gap (spin up / spin down): 7.1439 / 7.1405 eV. As for the total charge: 0. As for the calculated total energy: -2714.894703 Ha.